123
Properties=species:S:1:pos:R:3:forces:R:3 method="wB97M-V/def2-TZVPD" largest_force_ev_per_a=6.818 lumo_ev=-3.47 homo_ev=-5.4 de_lowest_kj_mol=877.6
Hg -0.57666 2.24002 -1.04822 0.0 0.0 0.1
Hg 1.28451 -3.03195 0.79978 0.0 -0.1 0.0
C -2.61428 -3.24738 -3.90483 0.9 -0.7 0.7
C -1.59740 -4.01269 -2.97333 0.8 0.2 -0.9
C -1.22614 -5.37324 -3.65253 -1.2 0.2 -1.3
C -0.19573 -5.30078 -4.74058 1.5 0.0 0.8
C 1.00109 -4.69477 -4.00945 1.5 -1.1 -0.7
C 0.85932 -3.27916 -3.56220 0.1 1.4 0.1
N -0.34966 -3.20900 -2.60835 -0.9 4.6 -0.7
O -0.61952 -1.89834 -2.17179 0.9 -5.0 -1.4
C 0.68893 -2.35240 -4.84287 0.2 0.3 1.4
C 2.14918 -2.90226 -2.73630 -0.7 0.7 -1.3
C -2.26228 -4.43123 -1.72666 -1.7 -0.6 2.1
H -3.17896 -4.12611 -4.21638 -0.8 0.7 -0.3
H -2.18442 -2.75749 -4.77852 0.1 -0.2 0.1
H -3.18970 -2.51350 -3.34056 0.0 -0.2 0.0
H -2.11746 -5.73971 -4.16178 -0.6 0.1 0.5
H -1.01041 -6.15338 -2.92250 0.5 0.3 0.1
H -0.39579 -4.75845 -5.66468 -0.6 0.7 0.4
H 0.01435 -6.27436 -5.18343 0.2 -0.4 0.6
H 1.90281 -4.80311 -4.61216 0.1 0.6 -0.4
H 1.35515 -5.23009 -3.12845 -0.8 -0.7 0.2
H -0.26310 -2.48463 -5.35694 0.2 0.0 0.1
H 1.51868 -2.48813 -5.53656 0.0 -0.5 0.0
H 0.79832 -1.31577 -4.52422 -0.4 0.1 0.1
H 2.53742 -3.85474 -2.37552 0.3 0.6 0.7
H 2.03006 -2.04685 -2.07133 -0.8 -0.8 0.9
H 2.88952 -2.37105 -3.33446 0.2 -0.8 -0.9
H -2.96481 -3.75107 -1.24506 0.6 0.8 0.0
H -1.56431 -4.80886 -0.97945 0.2 0.3 0.0
H -2.95874 -5.25881 -1.86143 0.2 -0.4 -0.7
C -0.09214 4.13560 -4.31150 0.2 1.1 0.8
C -1.55648 4.47265 -4.74238 2.2 -0.4 0.8
C -1.81817 3.41408 -5.82443 -2.0 0.8 0.2
C -3.38160 3.37380 -6.12002 2.1 0.3 -0.6
C -4.19623 3.21684 -4.86872 -0.6 -1.5 -1.3
C -4.00925 4.26013 -3.77691 -0.7 -0.6 -1.1
N -2.49492 4.25986 -3.54981 -0.7 3.7 3.7
O -2.21912 5.02764 -2.30028 -0.3 -2.9 -4.7
C -4.91381 3.68409 -2.59896 1.5 1.1 -0.7
C -4.68314 5.66159 -4.35349 1.7 -0.6 0.7
C -1.51928 5.89715 -5.37324 -1.0 -0.3 0.9
H 0.35231 4.91030 -3.68668 -0.7 -0.2 1.1
H 0.68640 4.27273 -5.06194 -0.7 -0.6 -1.2
H -0.00836 3.13943 -3.87709 0.0 0.2 0.1
H -1.42799 2.44276 -5.52047 -0.4 -0.1 0.3
H -1.15654 3.72624 -6.63245 -0.5 0.0 -0.5
H -3.57173 2.58218 -6.84478 -0.2 -0.1 0.1
H -3.73456 4.29613 -6.58135 0.5 0.1 -0.4
H -4.11330 2.17542 -4.55781 0.7 0.0 0.9
H -5.20376 3.12488 -5.27434 -0.6 0.8 0.5
H -4.83384 2.60218 -2.49329 0.4 0.1 0.0
H -5.93003 3.88972 -2.93526 0.0 0.2 0.4
H -4.61913 4.18831 -1.67862 -0.4 -0.1 0.1
H -4.68496 5.67648 -5.44339 -0.5 -0.4 0.0
H -4.07594 6.54416 -4.15227 0.2 -0.1 0.6
H -5.67031 5.86138 -3.93673 0.0 -0.4 -0.1
H -1.42927 6.70772 -4.65006 -0.1 -0.3 0.4
H -2.48956 6.03091 -5.85155 0.3 0.3 -0.6
H -0.65491 6.02512 -6.02483 -0.3 -0.4 -0.3
C -1.25301 1.47478 4.73892 0.9 -1.0 0.0
C -1.40931 2.06570 3.33547 -0.7 1.0 0.3
C -2.11662 3.47760 3.53922 0.5 1.0 -0.3
C -1.16385 4.65158 3.98109 -0.3 -2.3 0.6
C 0.08074 4.65030 3.12541 -0.5 -0.4 0.6
C 0.92526 3.31262 2.93746 -1.3 1.8 -1.0
N -0.06261 2.21594 2.63892 3.3 -4.0 -1.5
O 0.66594 1.00591 2.06847 -3.9 5.0 2.6
C 1.79876 3.11298 4.21534 -1.3 -0.6 -0.9
C 1.79299 3.68445 1.66614 -0.4 -1.4 0.3
C -2.37656 1.11478 2.58620 0.7 -0.3 -0.1
H -2.20599 1.40160 5.26291 0.0 0.2 -0.2
H -0.51447 1.95424 5.38140 -0.2 0.2 -0.1
H -0.90356 0.45559 4.57391 0.1 -0.2 0.3
H -2.85251 3.46873 4.34326 -0.1 -0.9 0.0
H -2.70536 3.71568 2.65333 0.3 0.2 -0.3
H -0.95873 4.44845 5.03216 0.4 -0.1 0.2
H -1.61987 5.64082 4.02072 -0.3 -0.1 -0.5
H 0.72690 5.37668 3.61829 0.4 0.3 -0.9
H -0.37879 4.94792 2.18288 1.0 0.3 -0.4
H 2.47072 3.96815 4.28778 0.1 -0.3 0.1
H 2.29787 2.14549 4.16108 0.3 0.2 0.0
H 1.10037 3.09943 5.05211 0.3 0.1 0.2
H 2.69918 4.17685 2.01892 -0.2 0.3 -0.2
H 1.21294 4.24909 0.93620 0.1 0.5 0.4
H 2.09046 2.83433 1.05222 0.2 -0.4 0.6
H -1.96571 0.10633 2.53786 0.5 0.1 -0.2
H -2.62856 1.42223 1.57128 0.1 0.2 0.1
H -3.28418 0.93636 3.16283 -0.1 0.7 0.1
C 2.02083 -6.82694 5.36960 0.0 0.6 -1.5
C 1.44577 -5.50136 4.64366 -0.9 -0.9 0.4
C 1.07435 -4.48203 5.68901 0.8 1.0 1.3
C 2.26740 -3.93296 6.48107 0.8 -0.5 -1.5
C 3.31041 -3.35994 5.47378 -0.5 1.8 2.8
C 3.68397 -4.17302 4.25612 -0.1 0.7 0.4
N 2.46486 -4.83460 3.73057 0.6 -3.2 -3.6
O 2.70265 -5.53924 2.52147 -1.0 2.5 4.0
C 4.76399 -5.17078 4.67062 0.4 -2.0 0.1
C 4.32724 -3.14426 3.32292 0.0 0.1 0.0
C 0.08759 -5.76035 3.88835 0.7 0.3 -0.5
H 2.30891 -7.51044 4.57090 0.6 0.2 -0.1
H 1.34908 -7.47809 5.92894 -0.7 0.8 0.2
H 2.85806 -6.57261 6.01958 0.0 -0.2 -0.2
H 0.38053 -4.80720 6.46424 -0.4 -0.7 -0.5
H 0.61641 -3.61813 5.20728 -0.1 0.0 -0.2
H 2.84773 -4.69406 7.00265 -0.6 -0.3 0.5
H 1.83625 -3.22877 7.19264 0.6 0.3 0.0
H 4.20202 -3.10095 6.04479 0.6 -1.0 0.1
H 3.10744 -2.29446 5.36581 -1.1 0.0 -1.4
H 4.55176 -6.21614 4.44636 -0.8 0.0 -0.1
H 4.91607 -5.18348 5.74989 0.2 0.3 0.0
H 5.72267 -5.13572 4.15314 0.1 1.0 0.1
H 3.71775 -2.24538 3.22999 -0.4 -0.4 -0.8
H 4.70323 -3.59433 2.40413 -0.4 0.3 -0.1
H 5.17968 -2.72539 3.85770 0.3 -0.4 0.1
H -0.66574 -6.22685 4.52315 0.4 -0.3 0.3
H 0.15836 -6.29608 2.94172 0.4 -0.3 0.2
H -0.36730 -4.80780 3.61666 0.2 0.3 0.0
C 5.84226 8.18603 0.01748 -0.6 -2.1 -0.4
Br 5.33453 7.31885 -1.77163 0.7 0.9 1.3
Br 6.85302 6.73999 1.06642 -0.8 1.6 -0.8
Br 4.16395 8.66103 0.85896 0.7 0.0 0.0
H 6.46168 9.07125 -0.12672 -0.1 -0.4 0.0